Density functional theory data (ωB97M-V with the def2-TZVPD basis set) for C4H8N2O as an isolated structure.

XYZ file:
```
15
Properties=species:S:1:pos:R:3:forces:R:3:mulliken_charge:R:1
N -0.8588 2.4402 -0.6809 0.114 -0.126 -0.004 -0.282
C 0.0863 1.8098 0.0361 -0.352 0.589 0.017 -0.086
O -0.0883 1.8819 1.3218 0.083 -0.066 -0.366 -0.353
C 0.2185 0.1789 0.9007 0.127 -0.641 0.369 -0.353
N -0.3553 -0.6399 -0.1358 -0.077 0.232 0.052 -0.246
C 0.0802 -2.0288 -0.1036 0.040 -0.261 0.111 -0.325
C 0.5447 -1.0922 -1.1662 0.145 0.029 -0.223 -0.386
H -1.6551 2.8639 -0.2110 0.111 -0.054 -0.046 0.204
H -0.8444 2.4153 -1.6874 0.039 0.004 0.177 0.233
H 1.3036 0.1300 1.0067 -0.178 0.067 -0.073 0.300
H -0.3041 -0.0952 1.8229 0.060 0.062 -0.122 0.350
H 0.8123 -2.3174 0.6525 -0.118 0.079 -0.129 0.239
H -0.6875 -2.7720 -0.3084 0.139 0.140 0.035 0.236
H 1.5782 -0.7466 -1.1142 -0.189 -0.052 0.020 0.226
H 0.1293 -1.1543 -2.1697 0.056 -0.001 0.182 0.242
```
Forces are in eV/Å.

Values from the calculation:
Energy above the lowest of the compared OMol25 structures with the same formula, charge and spin ... 6.059 eV
E_LUMO ... 1.03 eV
Multiplicity ... 1
Max |F| ... 0.75 eV Å⁻¹
Electronic energy ... -341.780988 a.u.

Density functional theory data (ωB97M-V with the def2-TZVPD basis set) for a 2-piece molecular cluster, C4H8N2O overall.

XYZ file:
```
15
Properties=species:S:1:pos:R:3:forces:R:3:mulliken_charge:R:1
C -0.5717 -0.2868 -1.7879 0.571 1.677 -2.090 -1.093
C -0.7909 -0.4347 -0.3838 -0.714 -0.167 2.645 0.719
C -1.0235 -1.6235 0.2144 0.332 -0.620 0.748 -0.562
N -0.9861 -1.3670 1.5685 -1.379 -1.786 0.314 -0.096
C -0.8985 -0.0470 1.7563 0.848 0.532 -0.780 -0.134
N -0.7326 0.5972 0.5961 0.002 -1.357 0.189 -0.675
H 0.4383 -0.6381 -2.0583 -0.354 0.200 -0.080 0.251
H -0.6181 0.8042 -1.9434 0.152 -0.363 -0.586 0.313
H -1.3031 -0.7691 -2.4580 0.217 0.107 0.490 0.319
H -1.1271 -2.6422 -0.1591 0.052 0.511 0.043 0.373
H -1.3646 -2.0225 2.2567 0.512 0.493 -0.306 0.240
H -0.8143 0.2521 2.8010 -0.192 0.794 -0.601 0.352
O 3.5834 2.4988 -0.0480 -0.939 0.713 -0.283 -0.663
H 3.5712 3.4516 -0.2936 -0.044 -1.048 0.268 0.324
H 2.6377 2.2272 -0.0610 0.937 0.312 0.030 0.332
```
Forces are in eV/Å.

Values from the calculation:
Energy above the lowest of the compared OMol25 structures with the same formula, charge and spin ... 1.351 eV
E_LUMO ... 0.83 eV
Multiplicity ... 1
Structure (SMILES) ... Cc1c[nH]cn1.O
Max |F| ... 2.75 eV Å⁻¹
Electronic energy ... -341.953984 a.u.

Density functional theory data (ωB97M-V with the def2-TZVPD basis set) for a 2-piece molecular cluster, C4H8N2O overall.

XYZ file:
```
15
Properties=species:S:1:pos:R:3:forces:R:3:mulliken_charge:R:1
C -1.8534 1.1170 -0.3472 1.265 -4.157 -1.136 -0.865
C -1.2491 -0.1912 0.3567 1.286 1.449 1.197 -0.388
N -0.0423 -0.5096 -0.4267 -0.636 0.827 -1.053 -0.142
N 0.4454 -1.6561 -0.3322 -3.114 3.271 1.377 0.292
O 0.0278 -2.4862 0.4294 -0.061 -3.164 1.467 -0.624
H -0.9471 1.5969 -0.6533 0.087 0.979 -0.212 0.204
H -2.3961 0.7424 -1.2718 0.409 0.819 1.178 0.241
H -2.4335 1.6325 0.3378 -1.229 1.236 0.943 0.380
H -0.9321 0.0170 1.4854 -0.474 -0.293 -2.260 0.245
H -1.8956 -1.0418 0.4214 -0.579 -0.473 -0.131 0.405
H 1.2309 -1.7581 -0.8906 2.351 -0.859 -1.482 0.240
C 2.7603 0.3484 0.6699 2.477 0.390 1.220 -0.518
C 2.1863 0.8893 -0.2341 1.206 -0.913 1.698 -0.351
H 3.5942 0.1663 1.3920 -1.562 -0.047 -0.948 0.320
H 1.5042 1.1332 -0.9366 -1.425 0.935 -1.857 0.562
```
Forces are in eV/Å.

Values from the calculation:
Energy above the lowest of the compared OMol25 structures with the same formula, charge and spin ... 6.891 eV
E_LUMO ... 0.89 eV
Multiplicity ... 1
Structure (SMILES) ... CC/N=[NH+]\[O-].C#C
Max |F| ... 4.72 eV Å⁻¹
Electronic energy ... -341.750414 a.u.